1.
A 2-piece molecular cluster, C11H19NSi overall, computed with the ωB97M-V functional and the def2-TZVPD basis.

Summary:
Energy   -21081.7950 eV
SMILES string   C=C(C)c1ccccc1.C[SiH](C)N
LUMO   0.73 eV
E_HOMO   -8.66 eV
Kohn-Sham gap   9.4 eV
Multiplicity   1

Cartesian coordinates (Å):
C (-1.27, 2.88, 0.12)
C (-1.34, 2.07, 1.28)
C (-1.37, 2.31, -1.09)
C (-1.67, 0.72, 1.15)
C (-1.60, 0.98, -1.23)
C (-1.73, 0.16, -0.08)
C (-2.56, -2.08, 0.88)
C (-1.31, -1.95, -1.31)
C (3.58, 0.68, 1.06)
C (1.75, 0.23, -1.49)
C (-1.81, -1.33, -0.19)
N (1.52, -1.51, 0.76)
Si (2.73, -0.55, -0.05)
H (-0.83, 3.77, 0.36)
H (-1.24, 2.66, 2.22)
H (-1.29, 2.96, -1.86)
H (-1.77, -0.03, 1.94)
H (-1.61, 0.49, -2.14)
H (-3.41, -1.46, 1.20)
H (-2.79, -3.06, 0.50)
H (-1.88, -2.05, 1.72)
H (-1.40, -3.09, -1.49)
H (1.69, -2.06, 1.57)
H (-0.79, -1.58, -2.04)
H (3.07, 1.52, 1.03)
H (3.55, 0.39, 2.11)
H (4.63, 0.86, 0.78)
H (2.04, 1.19, -1.77)
H (1.79, -0.38, -2.40)
H (0.70, 0.21, -1.24)
H (0.73, -1.77, 0.37)
H (3.88, -1.19, -0.68)

2.
C14H20BBa2Br10O8 as an isolated structure, computed with the ωB97M-V functional and the def2-TZVPD basis.

Summary:
Total charge   +3
Energy   -733692.9136 eV
LUMO   -9.57 eV
E_HOMO   -14.83 eV
Kohn-Sham gap   5.3 eV
Multiplicity   1

Cartesian coordinates (Å):
Ba (1.85, -1.11, -6.08)
Ba (3.00, 4.32, 2.85)
O (0.41, 0.12, -4.06)
C (0.66, -0.09, -2.91)
O (0.34, 0.64, -1.89)
B (0.93, 0.04, -0.67)
O (1.73, -1.10, -1.14)
C (1.68, -1.15, -2.42)
O (2.31, -1.94, -3.23)
O (-0.14, -0.43, 0.30)
C (0.03, 0.36, 1.42)
O (-0.64, 0.26, 2.45)
C (1.15, 1.37, 1.19)
O (1.70, 1.05, 0.10)
O (1.41, 2.31, 1.98)
Br (-5.07, -0.91, 2.96)
C (-3.98, 0.24, 1.79)
C (-4.01, -0.08, 0.30)
Br (-3.12, 1.44, -0.66)
H (-2.94, 0.16, 2.11)
H (-4.22, 1.29, 1.92)
H (-5.02, -0.03, -0.10)
H (-3.55, -1.02, 0.01)
Br (2.90, -5.16, -3.99)
C (2.52, -5.23, -2.01)
C (1.02, -4.84, -1.80)
Br (0.53, -5.04, 0.15)
H (3.19, -4.68, -1.35)
H (2.72, -6.28, -1.79)
H (0.37, -5.37, -2.51)
H (0.89, -3.80, -2.09)
Br (0.57, 5.87, -3.19)
C (0.91, 4.88, -4.86)
C (0.57, 3.42, -4.66)
Br (1.11, 2.44, -6.33)
H (1.94, 5.02, -5.21)
H (0.35, 5.22, -5.73)
H (-0.47, 3.19, -4.46)
H (1.14, 2.86, -3.92)
Br (3.51, -4.31, 2.79)
C (1.73, -3.62, 3.26)
C (1.53, -2.19, 2.78)
Br (2.20, -0.87, 4.10)
H (1.57, -3.69, 4.34)
H (0.96, -4.22, 2.78)
H (0.46, -2.00, 2.64)
H (2.12, -2.12, 1.87)
Br (-3.88, 3.73, 2.44)
C (-2.85, 3.70, 4.11)
C (-1.88, 2.47, 4.13)
Br (-0.80, 2.56, 5.75)
H (-3.52, 3.70, 4.98)
H (-2.29, 4.64, 4.13)
H (-1.23, 2.48, 3.25)
H (-2.43, 1.54, 4.18)

3.
The molecule C3H5N3, computed with the ωB97M-V functional and the def2-TZVPD basis.

Summary:
Energy   -7660.1532 eV
SMILES string   Cc1cnn[nH]1
LUMO   0.68 eV
E_HOMO   -9.43 eV
Kohn-Sham gap   10.1 eV
Multiplicity   1

Cartesian coordinates (Å):
C (0.46, -1.43, 0.24)
C (0.05, -0.02, -0.06)
C (-0.65, 0.57, -1.11)
H (0.68, -2.01, -0.88)
H (-0.35, -2.09, 0.91)
H (1.50, -1.34, 0.95)
H (-1.05, 0.18, -2.05)
H (0.67, 1.12, 1.68)
N (-0.97, 1.85, -0.82)
N (-0.45, 2.15, 0.32)
N (0.12, 1.02, 0.83)

4.
The molecule C6H11N, computed with the ωB97M-V functional and the def2-TZVPD basis.

Summary:
Energy   -7882.0848 eV
LUMO   -1.45 eV
E_HOMO   -7.31 eV
Kohn-Sham gap   5.9 eV
Multiplicity   1

Cartesian coordinates (Å):
C (-0.50, 1.34, 1.72)
N (-0.82, 0.76, 0.37)
C (-0.05, -0.45, 0.23)
C (1.36, -0.33, 0.04)
C (0.56, -0.47, -1.25)
C (0.11, 0.72, -2.11)
C (-0.50, -1.76, 0.87)
H (0.28, 1.65, 0.97)
H (-0.08, 0.62, 2.44)
H (-1.13, 2.05, 2.18)
H (-0.96, 0.84, -1.94)
H (2.21, 0.32, -0.14)
H (0.42, -1.45, -1.74)
H (0.70, 0.51, -2.99)
H (0.63, 1.58, -1.69)
H (0.39, -2.18, 1.32)
H (-0.93, -2.48, 0.18)
H (-1.24, -1.62, 1.70)

5.
C5H12F2P2 as an isolated structure, computed with the ωB97M-V functional and the def2-TZVPD basis.

Summary:
Energy   -29390.8519 eV
LUMO   -0.02 eV
E_HOMO   -9.04 eV
Kohn-Sham gap   9.0 eV
Multiplicity   1

Cartesian coordinates (Å):
C (-1.06, -1.84, 0.53)
C (-1.27, 2.14, 0.01)
C (-0.65, -0.94, -0.70)
C (-0.32, 1.21, 0.82)
C (0.26, 0.10, -0.08)
F (5.29, 0.68, 0.00)
F (6.12, -1.39, 0.21)
P (1.88, -0.04, -0.35)
P (4.65, -0.76, 0.00)
H (-0.42, -2.73, 0.65)
H (-2.10, -2.14, 0.22)
H (-1.30, -1.22, 1.35)
H (-0.76, 2.81, -0.57)
H (-1.93, 1.56, -0.60)
H (-1.86, 2.72, 0.64)
H (0.05, -1.47, -1.47)
H (-1.66, -0.64, -1.14)
H (0.50, 1.73, 1.37)
H (-1.00, 0.70, 1.66)
H (4.32, -0.95, 1.30)
H (1.81, -1.36, -0.85)

6.
A 2-piece molecular cluster, C3H10NO2 overall, computed with the ωB97M-V functional and the def2-TZVPD basis.

Summary:
Total charge   +1
Energy   -8851.0379 eV
LUMO   -3.23 eV
E_HOMO   -15.64 eV
Kohn-Sham gap   12.4 eV
Multiplicity   1

Cartesian coordinates (Å):
C (-0.24, -1.72, -0.25)
C (-1.09, -0.86, 0.72)
C (1.73, 1.32, -0.08)
N (-1.56, 0.35, -0.02)
O (0.70, 1.70, 0.38)
O (2.81, 1.93, -0.34)
H (-0.76, -2.56, -0.72)
H (0.51, -2.48, 0.20)
H (0.29, -1.17, -1.07)
H (-1.86, -1.51, 0.96)
H (-0.56, -0.41, 1.58)
H (-2.38, 0.85, 0.38)
H (1.96, 0.36, -0.62)
H (-0.80, 1.05, 0.12)
H (-1.64, 0.24, -1.13)
H (2.89, 2.92, -0.12)

M values (in g mol⁻¹) by entry order: 193.4, 1400.8, 83.1, 97.2, 172.1, 92.1.